(1)
DFT (ωB97M-V with the def2-TZVPD basis set) results for a molecular structure, C10H29NO6Pd in a non-equilibrium geometry.

The geometry in ORCA input format:
```
! RIJCOSX wB97M-V def2-TZVPD def2/J DEFGRID3
* xyz 0 3
Pd -4.014 -1.826 -1.441
C -7.469 -4.880 -5.489
O -7.274 -4.204 -4.222
H -8.485 -5.078 -5.829
H -7.103 -4.203 -6.261
H -7.029 -5.863 -5.658
C 3.180 -1.062 0.816
C 3.326 0.348 1.592
C 4.710 0.957 1.066
C 4.966 2.439 1.252
C 3.717 3.178 0.852
C 2.396 2.701 1.309
N 2.231 1.242 1.180
O 0.878 0.721 1.179
C 1.363 3.562 0.635
C 2.316 3.049 2.876
C 3.517 -0.052 3.107
H 2.850 -0.926 -0.214
H 2.350 -1.630 1.237
H 3.988 -1.794 0.803
H 4.761 0.735 0.000
H 5.555 0.379 1.438
H 5.741 2.781 0.566
H 5.254 2.589 2.293
H 3.669 3.118 -0.235
H 3.950 4.219 1.078
H 0.412 3.498 1.165
H 1.085 3.436 -0.412
H 1.709 4.588 0.766
H 1.337 2.874 3.322
H 2.373 4.124 3.051
H 3.026 2.446 3.441
H 2.503 -0.209 3.476
H 3.989 0.748 3.677
H 4.141 -0.941 3.196
O -4.576 1.926 -3.435
H -3.987 2.643 -3.669
H -5.452 2.266 -3.616
O -6.837 -0.663 1.605
H -7.091 -0.997 2.465
H -7.365 0.127 1.489
O -1.587 -3.011 -4.466
H -0.831 -3.594 -4.525
H -1.913 -2.948 -5.364
O -3.626 -5.331 1.107
H -3.787 -6.274 1.118
H -2.868 -5.210 1.679
*
```

Summary:
Kohn-Sham gap (alpha / beta), eV: 6.99 / 5.24
E, hartree: -1032.16732
⟨S²⟩: 2.01

=====

(2)
DFT (ωB97M-V with the def2-TZVPD basis set) results for a molecular structure, C10H30AgBrN6O4 in a non-equilibrium geometry.

The geometry in ORCA input format:
```
! RIJCOSX wB97M-V def2-TZVPD def2/J DEFGRID3
* xyz 0 1
Ag 2.867 0.753 -2.683
Br 0.921 0.344 -0.529
C -1.042 -3.452 0.853
C -0.018 -3.423 1.958
C 1.281 -3.987 1.414
O 2.370 -3.983 2.345
C 3.562 -4.498 1.817
N 0.091 -1.998 2.380
H -2.044 -3.186 1.188
H -1.099 -4.415 0.339
H -0.778 -2.761 0.048
H -0.386 -3.883 2.876
H 1.666 -3.482 0.523
H 1.145 -5.064 1.263
H 3.393 -5.437 1.284
H 4.358 -4.662 2.544
H 3.972 -3.705 1.181
H 0.526 -1.516 1.602
H 0.637 -1.938 3.229
C -4.626 -0.033 -1.220
C -3.485 0.491 -2.090
C -3.996 1.565 -3.060
O -2.949 1.772 -3.972
C -3.147 2.853 -4.898
N -2.497 1.163 -1.228
H -5.333 -0.711 -1.706
H -5.245 0.682 -0.675
H -4.265 -0.693 -0.424
H -2.944 -0.297 -2.613
H -4.314 2.487 -2.562
H -4.922 1.261 -3.568
H -2.798 2.526 -5.877
H -2.590 3.707 -4.515
H -4.198 3.113 -5.041
H -1.758 0.508 -0.988
H -2.984 1.231 -0.339
C 3.582 3.433 -0.944
O 3.186 3.297 -2.108
N 2.940 3.120 0.212
N 4.849 3.837 -0.644
H 2.025 2.693 0.250
H 3.327 3.240 1.131
H 5.428 4.215 -1.375
H 4.866 4.226 0.283
C 1.454 1.362 3.531
O 1.851 1.320 4.696
N 2.094 0.662 2.597
N 0.421 2.089 3.071
H 2.950 0.174 2.783
H 1.717 0.629 1.657
H 0.025 1.854 2.177
H -0.085 2.518 3.830
*
```

Summary:
Kohn-Sham gap, eV: 6.98
E, hartree: -3749.50093
Energy relative to the best compared isomer or geometry (same formula, charge and spin), kcal per mole: 60.9

=====

(3)
DFT (ωB97M-V with the def2-TZVPD basis set) results for a molecular structure, C10H30BF4KO5 in a non-equilibrium geometry.

The geometry in ORCA input format:
```
! RIJCOSX wB97M-V def2-TZVPD def2/J DEFGRID3
* xyz 0 1
K -0.392 0.287 1.075
B -0.054 -2.039 3.666
F -1.405 -1.895 3.207
F -0.073 -2.459 4.960
F 0.479 -2.957 2.919
F 0.575 -0.889 3.537
C 4.229 0.786 -1.313
C 3.716 0.416 0.096
O 2.379 0.150 0.124
H 5.276 0.968 -1.069
H 3.718 1.659 -1.718
H 4.225 -0.035 -2.030
H 3.905 1.139 0.889
H 4.375 -0.389 0.420
H 2.199 -0.738 -0.192
C -0.504 4.785 0.765
C -1.837 4.023 0.416
O -1.872 2.835 1.172
H 0.331 4.103 0.927
H -0.624 5.257 1.740
H -0.337 5.468 -0.067
H -1.853 3.717 -0.630
H -2.762 4.538 0.676
H -2.725 2.401 1.247
C 2.614 -3.766 -0.364
C 1.225 -3.273 -0.745
O 0.898 -2.224 0.194
H 3.265 -2.892 -0.383
H 3.039 -4.610 -0.909
H 2.561 -4.160 0.650
H 0.433 -4.019 -0.811
H 1.337 -2.991 -1.792
H 0.514 -2.616 0.982
C -3.613 -1.154 0.721
C -4.350 0.115 0.322
O -3.793 1.143 1.243
H -3.722 -1.441 1.767
H -2.544 -1.266 0.539
H -4.167 -1.881 0.128
H -5.403 0.021 0.586
H -4.267 0.250 -0.757
H -3.836 0.758 2.121
C 0.642 0.439 -3.103
C -0.629 0.637 -2.396
O -0.900 -0.509 -1.673
H 0.507 -0.503 -3.634
H 1.528 0.456 -2.468
H 0.794 1.167 -3.900
H -1.502 0.828 -3.019
H -0.512 1.512 -1.757
H -1.088 -1.153 -2.359
*
```

Summary:
Kohn-Sham gap, eV: 10.29
E, hartree: -1799.65694
Energy relative to the best compared isomer or geometry (same formula, charge and spin), kcal per mole: 50.9

=====

(4)
DFT (ωB97M-V with the def2-TZVPD basis set) results for 5 unconnected molecules or ions with the total composition C10H30BrN2O5 in a non-equilibrium geometry.

The geometry in ORCA input format:
```
! RIJCOSX wB97M-V def2-TZVPD def2/J DEFGRID3
* xyz -1 1
Br 0.334 -0.753 0.780
C -1.875 0.786 4.625
C -2.642 -0.322 3.900
C -3.193 0.218 2.603
O -3.993 -0.751 1.961
C -4.624 -0.353 0.763
N -1.688 -1.415 3.644
H -1.158 1.155 3.889
H -1.348 0.400 5.495
H -2.563 1.562 4.965
H -3.453 -0.727 4.509
H -2.475 0.616 1.873
H -3.781 1.134 2.820
H -4.526 0.724 0.612
H -5.663 -0.677 0.772
H -4.106 -0.859 -0.056
H -0.899 -1.075 3.086
H -2.123 -1.995 2.921
C 1.215 4.050 -2.121
C 0.780 2.606 -2.145
C 0.844 2.077 -3.614
O -0.230 1.252 -3.980
C -0.269 -0.025 -3.366
N 1.663 1.767 -1.286
H 1.187 4.466 -1.106
H 0.493 4.695 -2.632
H 2.252 4.209 -2.421
H -0.211 2.536 -1.690
H 1.777 1.538 -3.828
H 0.884 2.961 -4.259
H 0.702 -0.291 -2.934
H -0.538 -0.806 -4.073
H -0.949 0.032 -2.514
H 2.226 1.216 -1.918
H 1.132 1.090 -0.740
O 3.199 -0.635 2.143
H 3.254 -1.478 2.603
H 2.281 -0.622 1.763
C 3.013 -3.626 -0.748
C 3.103 -2.543 -1.854
O 3.061 -1.244 -1.321
O 1.766 -3.724 -0.120
H 3.774 -3.374 -0.002
H 3.239 -4.580 -1.231
H 2.397 -2.687 -2.679
H 4.067 -2.679 -2.351
H 2.281 -1.005 -0.790
H 1.382 -2.850 0.056
*
```

Summary:
Kohn-Sham gap, eV: 8.79
E, hartree: -3458.78328

=====

(5)
DFT (ωB97M-V with the def2-TZVPD basis set) results for a molecular structure, C10H30CrO6.

The geometry in ORCA input format:
```
! RIJCOSX wB97M-V def2-TZVPD def2/J DEFGRID3
* xyz 0 5
Cr -0.905 -0.056 0.027
C 3.335 0.094 0.400
C 2.271 0.829 -0.428
O 0.988 0.619 0.010
H 3.349 0.444 1.429
H 4.314 0.237 -0.067
H 3.117 -0.976 0.374
H 2.372 0.496 -1.486
H 2.515 1.912 -0.436
O -2.765 -0.617 0.219
H -3.450 -1.268 0.052
C 1.126 0.338 3.722
C -0.113 1.046 3.218
O -0.877 0.163 2.369
H 1.699 0.964 4.413
H 1.762 0.011 2.904
H 0.836 -0.533 4.319
H 0.099 1.913 2.600
H -0.731 1.319 4.078
H -1.569 -0.259 2.885
C 0.373 -0.648 -4.158
C -0.143 0.394 -3.189
O -0.978 -0.201 -2.167
H 1.029 -1.352 -3.641
H 0.944 -0.182 -4.960
H -0.458 -1.214 -4.584
H -0.763 1.129 -3.708
H 0.640 0.888 -2.620
H -1.506 -0.924 -2.521
C -2.938 2.854 -1.550
C -2.698 2.757 -0.046
O -1.431 2.153 0.237
H -2.620 1.930 -2.029
H -2.356 3.680 -1.974
H -3.984 3.076 -1.760
H -3.451 2.116 0.410
H -2.751 3.742 0.423
H -0.750 2.823 0.340
C 0.889 -4.083 1.196
C 0.940 -2.655 0.691
O -0.300 -2.239 0.100
H 0.803 -4.794 0.373
H 0.053 -4.224 1.884
H 1.807 -4.313 1.741
H 1.743 -2.557 -0.051
H 1.167 -1.933 1.470
H -0.635 -2.901 -0.511
*
```

Summary:
Kohn-Sham gap (alpha / beta), eV: 6.60 / 8.21
E, hartree: -1894.89150
⟨S²⟩: 6.01
Energy relative to the best compared isomer or geometry (same formula, charge and spin), kcal per mole: 3.5

=====

(6)
DFT (ωB97M-V with the def2-TZVPD basis set) results for 6 unconnected molecules or ions with the total composition C10H30IO10 in a non-equilibrium geometry.

The geometry in ORCA input format:
```
! RIJCOSX wB97M-V def2-TZVPD def2/J DEFGRID3
* xyz -1 1
I 0.634 0.091 1.395
C 2.264 3.278 10.122
C 1.613 2.487 8.897
O 2.496 2.188 7.865
O 2.863 4.476 9.769
H 3.022 2.659 10.603
H 1.480 3.386 10.871
H 0.686 2.936 8.539
H 1.312 1.576 9.414
H 1.971 1.971 7.091
H 3.609 4.298 9.193
C 2.768 2.984 -7.420
C 2.162 1.725 -6.765
O 2.874 1.393 -5.630
O 2.011 3.305 -8.560
H 3.768 2.741 -7.781
H 2.822 3.882 -6.805
H 2.178 0.972 -7.553
H 1.153 2.060 -6.523
H 2.307 1.297 -4.861
H 1.979 2.532 -9.129
C -2.782 -8.544 1.504
C -2.218 -7.400 2.412
O -2.580 -6.184 1.820
O -4.102 -8.237 1.163
H -2.716 -9.509 2.007
H -2.262 -8.561 0.546
H -1.147 -7.491 2.593
H -2.715 -7.338 3.380
H -1.936 -5.501 2.023
H -3.990 -7.331 0.867
C -4.407 7.413 0.345
C -3.284 6.297 0.616
O -3.081 5.467 -0.508
O -3.766 8.541 -0.312
H -4.807 7.784 1.288
H -5.238 7.034 -0.250
H -3.609 5.593 1.381
H -2.330 6.742 0.897
H -2.327 4.886 -0.381
H -3.610 8.353 -1.241
C 2.478 -4.740 -4.087
C 0.997 -4.698 -4.551
O 0.283 -3.546 -4.180
O 3.220 -4.008 -5.049
H 2.717 -5.795 -3.953
H 2.653 -4.310 -3.101
H 0.595 -5.660 -4.233
H 0.864 -4.867 -5.620
H 0.163 -3.523 -3.228
H 2.962 -3.099 -4.880
*
```

Summary:
Kohn-Sham gap, eV: 6.00
E, hartree: -1449.04447
Energy relative to the best compared isomer or geometry (same formula, charge and spin), kcal per mole: 66.6

=====

Question: Which value of E does entry 3 give?
Answer: -1799.65694 hartree

=====

Question: What is the formula in the third record?
Answer: C10H30BF4KO5